The following is a quantum chemistry calculation of one molecule with the formula C4H12N2O2, from OMol25.

Output
Kohn-Sham gap: 9.76 eV
E_HOMO: -8.777 eV
SMILES string: C[C@@H](ON)[C@@H](C)ON
Relative energy (zero: lowest compared OMol25 entry of this formula, charge and spin): 122.3 kcal/mol
Lowest unoccupied orbital energy: 1.0 eV
E: -11413.9125 eV

ORCA input file:
```
! wB97M-V def2-TZVPD RIJCOSX def2/J DEFGRID3
* xyz 0 1
C -1.613 -1.284 0.064
C -1.131 0.112 0.383
O -0.345 0.142 1.686
N 0.572 -0.952 1.791
C -0.340 0.913 -0.623
C 0.740 1.875 -0.180
O 0.193 -0.060 -1.674
N 1.419 -0.684 -1.294
H -0.809 -1.918 -0.300
H -2.446 -1.252 -0.631
H -1.918 -1.780 0.984
H -1.981 0.740 0.670
H 1.433 -0.658 1.321
H 0.692 -1.088 2.791
H -1.070 1.442 -1.243
H 0.302 2.762 0.270
H 1.456 1.407 0.491
H 1.349 2.162 -1.036
H 2.153 -0.236 -1.843
H 1.344 -1.643 -1.627
*
```

***

The following is a quantum chemistry calculation of C4H12N2O2 as an isolated structure, from OMol25.

Output
Kohn-Sham gap: 7.45 eV
E_HOMO: -7.098 eV
Relative energy (zero: lowest compared OMol25 entry of this formula, charge and spin): 154.0 kcal/mol
Lowest unoccupied orbital energy: 0.4 eV
E: -11412.5371 eV

ORCA input file:
```
! wB97M-V def2-TZVPD RIJCOSX def2/J DEFGRID3
* xyz 0 1
C -1.025 1.663 -0.618
C -0.684 -1.210 -0.008
C 0.324 1.897 -0.451
N -0.544 -1.640 -1.327
O -1.492 1.236 -1.825
H -2.425 1.002 -1.767
H -1.748 1.799 0.175
H 0.397 -2.015 -1.458
H -0.687 -0.896 -2.002
H -0.622 -2.046 0.686
H -1.615 -0.697 0.218
H 0.597 2.607 0.320
H 0.841 0.624 0.070
H 0.917 1.987 -1.353
C 1.176 -0.595 1.970
N 1.028 -0.587 0.494
O 1.899 -1.320 -0.096
H 1.095 -1.624 2.326
H 2.165 -0.213 2.226
H 0.402 0.028 2.420
*
```

***

The following is a quantum chemistry calculation of a 2-piece molecular cluster, C4H12N2O2 overall, from OMol25.

Output
Kohn-Sham gap: 9.62 eV
E_HOMO: -8.988 eV
SMILES string: CN(C)CC(N)=O.O
Relative energy (zero: lowest compared OMol25 entry of this formula, charge and spin): 63.1 kcal/mol
Lowest unoccupied orbital energy: 0.6 eV
E: -11416.4791 eV

ORCA input file:
```
! wB97M-V def2-TZVPD RIJCOSX def2/J DEFGRID3
* xyz 0 1
C 0.642 -0.553 -1.636
N -0.252 0.391 -0.891
C -1.244 1.129 -1.726
C -0.931 -0.300 0.287
C -0.138 0.105 1.576
N -0.414 1.335 2.021
O 0.604 -0.784 2.104
H 1.379 -1.052 -1.099
H -0.003 -1.400 -2.105
H 0.931 0.077 -2.450
H -0.720 1.829 -2.481
H -1.833 1.726 -0.954
H -1.925 0.405 -2.183
H -1.040 -1.402 0.162
H -2.031 -0.129 0.512
H -0.226 1.794 2.854
H -0.769 1.960 1.263
O 2.691 -2.102 1.589
H 1.834 -1.590 1.681
H 3.447 -1.437 1.474
*
```